The following is a DFT calculation (the ωB97M-V functional and the def2-TZVPD basis) of a cluster of 40 separate species, H80O40 in total.

Kohn-Sham gap = 10.0 eV
E_LUMO = -0.5 eV
energy relative to the best compared isomer or geometry (same formula, charge and spin) = 8.0483 eV
E_tot = -83197.76714 eV
HOMO level = -10.507 eV
net charge = 0

Last column: Löwdin charge in e.
Atoms and positions in Å:
H (0.45479, -2.67545, -1.46965)  0.0141
H (1.80826, -3.13883, -1.27616)  0.0104
O (1.17185, -2.52824, -0.84699)  -0.0808
H (-0.02951, 0.30226, -3.64330)  0.0306
H (-1.34782, 1.12236, -3.37313)  0.0193
O (-0.51440, 1.10054, -3.86269)  -0.0255
H (-5.47746, 1.70347, 0.02012)  0.0327
H (-6.75968, 1.13645, 0.33086)  0.0532
O (-6.22124, 1.89558, 0.60146)  -0.0497
H (-0.28260, 1.67121, 4.91551)  -0.0048
H (-0.28909, 0.37580, 5.96293)  0.0459
O (0.17142, 0.94464, 5.35023)  -0.0358
H (2.11832, 3.38893, 4.51043)  0.0234
H (1.95571, 3.58046, 3.09354)  0.0240
O (2.36412, 4.03913, 3.84318)  -0.0542
H (1.66717, -0.33993, -0.02512)  0.0155
O (2.60817, -0.26073, 0.17163)  -0.0739
H (-2.48884, -1.16213, 0.83748)  0.0486
O (-3.25725, -1.72016, 1.07838)  -0.0847
H (-5.09807, 1.01538, 1.75584)  0.0061
H (-4.87547, 2.07034, 2.80649)  0.0574
O (-4.40372, 1.38486, 2.32820)  -0.0553
H (-5.20444, -1.56321, 1.04280)  0.0366
H (-5.44423, -0.76821, -0.29100)  -0.0004
O (-5.86304, -1.08209, 0.51009)  -0.0491
H (1.52436, -3.20059, -3.11453)  -0.0098
H (0.38336, -3.66632, -3.96127)  0.0369
O (1.33390, -3.52462, -4.00069)  -0.0329
H (1.36698, 3.50375, -3.88088)  -0.0138
H (1.04293, 4.00155, -5.18295)  0.0400
O (1.86322, 3.81864, -4.68271)  -0.0894
H (-2.52217, 4.85103, -2.36656)  0.0243
O (-2.60010, 4.10318, -2.94729)  -0.0287
H (4.60142, -3.45713, 1.03027)  0.0574
H (4.94684, -2.06611, 0.61173)  0.0472
O (4.35263, -2.80047, 0.37590)  -0.0843
H (3.85486, -1.41299, 2.33917)  0.0176
H (5.03910, -0.58868, 2.70986)  0.0560
O (4.82180, -1.43747, 2.31357)  -0.0712
H (-1.31528, 4.26608, 3.67758)  0.0752
H (-0.84261, 4.06453, 5.07759)  0.0811
O (-0.97841, 3.56987, 4.25893)  -0.0404
H (-0.20136, 5.90661, 0.39586)  0.0552
H (-0.10115, 5.82939, -0.99693)  0.0506
O (-0.80841, 6.00590, -0.35422)  -0.0501
H (3.21612, 2.88405, -4.02770)  -0.0337
H (4.58843, 2.30380, -4.45520)  0.0313
O (4.15155, 2.82521, -3.78824)  -0.0646
H (-2.44884, -5.83739, 0.92032)  0.0290
H (-1.43210, -5.79319, 1.99735)  0.0284
O (-2.34580, -5.54958, 1.83437)  -0.0479
H (1.42946, 1.35103, 0.21736)  0.0231
O (0.56694, 1.61965, -0.12660)  -0.0659
H (2.42607, -1.30609, 5.26138)  0.0580
H (1.26457, -1.05480, 4.34121)  0.0055
O (1.98413, -1.68492, 4.49670)  -0.0473
H (3.41796, 0.95753, 1.80962)  0.0567
O (2.99474, 0.37898, 2.46032)  -0.0728
H (2.58992, -3.93518, 2.51926)  0.0753
H (2.35506, -3.17541, 1.00352)  0.0026
O (2.42919, -3.92701, 1.57878)  -0.0333
H (-0.93812, 3.30544, -4.46478)  -0.0080
H (-0.66176, 2.45154, -5.64897)  0.0379
O (-0.87324, 3.36553, -5.42264)  -0.0576
H (-2.84547, -0.47660, 4.60696)  -0.0161
H (-2.86281, 0.39132, 5.90792)  0.0108
O (-2.99674, -0.50500, 5.59402)  -0.0951
H (-3.10404, 0.32951, -2.95981)  0.0412
H (-3.79855, 1.02644, -1.96586)  0.0285
O (-3.25316, 1.26054, -2.73108)  -0.0713
H (-2.20104, 1.91924, 0.56606)  0.0404
H (-1.91739, 1.97248, -1.00942)  0.0257
O (-2.09910, 1.42060, -0.24535)  -0.0381
H (0.84625, 2.41680, -2.42375)  0.0307
H (0.18404, 3.38876, -1.64907)  0.0405
O (0.90673, 3.38101, -2.29719)  -0.0508
H (-3.94725, 4.88831, 0.37714)  0.0325
H (-2.52388, 5.01433, 0.60810)  -0.0038
O (-3.35984, 5.25400, 1.05358)  -0.0674
H (3.55274, -4.17297, -2.74200)  0.0340
H (3.37529, -3.97820, -1.13390)  0.0196
O (3.03157, -4.37440, -1.94148)  -0.0659
H (-3.67571, -1.04280, -0.43158)  0.0107
H (-2.84162, -1.37741, -1.49394)  0.0326
O (-3.78318, -1.12581, -1.42619)  -0.0910
H (4.13632, -3.04538, -4.96115)  0.0682
H (3.46766, -2.48086, -3.67909)  0.0156
O (4.22449, -2.95623, -4.00798)  -0.0332
H (-3.01757, 0.12016, 2.89989)  0.0346
O (-2.17280, -0.29131, 3.14869)  -0.0595
H (-0.62177, 2.24804, 3.10461)  -0.0029
H (-0.37592, 0.68197, 3.02481)  0.0019
O (-0.25480, 1.52964, 2.57037)  -0.0794
H (0.04617, 1.42471, 0.68394)  0.0106
H (2.91319, -1.17008, 0.28529)  0.0163
H (2.80872, 0.95606, 3.19985)  0.0553
H (-2.61152, -2.44727, 1.25614)  0.0661
H (-3.47296, 3.77250, -3.14438)  0.0384
H (-2.09489, -1.12259, 2.68089)  0.0384
O (-0.94902, -4.99060, -2.25701)  -0.0411
H (-1.08332, -5.60162, -1.53519)  0.0228
H (-0.08178, -5.14884, -2.62736)  0.0146
O (-0.92070, -2.77720, 0.62969)  -0.0603
H (-0.02529, -2.82983, 0.98552)  0.0265
H (-0.81688, -3.40989, -0.09598)  0.0410
O (0.41650, -1.02346, 2.37380)  -0.0314
H (1.04310, -0.49369, 1.87403)  0.0256
H (0.68502, -1.68786, 2.99691)  0.0302
O (-0.62575, -1.07507, -1.60322)  -0.0274
H (-0.55662, -0.68222, -2.46856)  0.0228
H (-0.71667, -0.39246, -0.92405)  0.0410
O (1.02749, -5.43356, -0.31760)  -0.0702
H (1.60308, -4.98796, 0.33079)  -0.0040
H (1.62942, -6.08434, -0.69012)  0.0485
O (4.65379, 1.38277, -0.39786)  -0.0485
H (4.40656, 1.36813, -1.32804)  0.0214
H (5.50730, 0.93406, -0.42903)  0.0442
O (2.56668, 0.71196, -4.22494)  -0.0335
H (3.28976, 0.45790, -3.66077)  0.0352
H (2.04702, 1.49646, -4.13560)  -0.0169